Model 1:
This record from OMol25 describes 3 unconnected molecules or ions with the total composition C4H10O. The level of theory is ωB97M-V/def2-TZVPD.

Structure (XYZ):
```
15
Properties=species:S:1:pos:R:3
C -0.9965 1.0828 -1.1091
C 0.7927 -1.0903 0.4182
H 1.7456 -1.2790 -1.4898
H 0.2810 0.7303 2.5210
C -1.7755 1.3183 -0.0588
H -0.3012 0.9632 2.9256
H 0.0109 -1.7498 -1.4705
C 0.9551 -1.7677 -0.9160
O 1.5952 -0.3136 0.8817
H -1.4191 1.8871 0.7963
H -1.3503 0.5190 -1.9698
H 0.0271 1.4486 -1.1509
H 1.2229 -2.8198 -0.7578
H -2.7992 0.9547 -0.0102
H -0.1249 -1.3564 0.9836
```

- HOMO level (eV) = -9.9
- structure (SMILES) = [H][H].CC=O.C=C
- charge = 0
- HOMO-LUMO gap (eV) = 11.032

Mulliken population analysis, charges in e, atoms 1 to 5: -0.5949, 0.2189, 0.2852, -0.2355, -0.3935

---

Model 2:
This record from OMol25 describes 2 unconnected molecules or ions with the total composition C4H10O. The level of theory is ωB97M-V/def2-TZVPD.

Structure (XYZ):
```
15
Properties=species:S:1:pos:R:3
H 1.4132 -2.2484 -0.6659
O 1.6490 -0.2401 -1.3183
C 0.2282 1.7555 0.9302
H 1.5510 -1.9988 -2.3854
H -0.6142 0.4427 2.3709
H 0.1194 2.2294 -0.0378
H 1.8250 -0.1547 -0.3661
H -2.6887 0.2220 1.0622
H 0.0352 -1.4977 -1.5820
H 1.0429 2.1148 1.5344
C -1.7183 0.2310 0.5643
C -0.6198 0.8491 1.3817
C 1.1132 -1.5832 -1.4735
H -1.8954 0.6938 -0.4073
H -1.4406 -0.8153 0.3927
```

- HOMO level (eV) = -9.7
- structure (SMILES) = C=CC.CO
- charge = 0
- HOMO-LUMO gap (eV) = 10.698

Mulliken population analysis, charges in e, atoms 1 to 5: 0.2761, -0.4954, -0.9084, 0.2445, 0.3057

---

Model 3:
This record from OMol25 describes 4 unconnected molecules or ions with the total composition C4H10O. The level of theory is ωB97M-V/def2-TZVPD.

Structure (XYZ):
```
15
Properties=species:S:1:pos:R:3
H 2.0722 0.7546 -1.1879
H 1.1359 1.7991 0.8625
H 0.3538 -0.0903 -1.1365
O -0.8987 0.5792 0.8647
C 0.6071 1.8435 -0.0832
H 0.7254 1.5116 -2.1849
H -0.1869 2.5792 -0.1515
C -1.0807 -0.5662 0.3927
H 0.5071 -1.6310 1.4066
H -0.2237 -0.6795 -0.8365
H -1.9779 -0.7409 -0.2343
H -1.1216 -1.9743 2.0116
C 1.0877 1.2170 -1.2004
C -0.5310 -1.7985 1.1036
H -0.5880 -2.6974 0.4801
```

- HOMO level (eV) = -9.3
- charge = 0
- HOMO-LUMO gap (eV) = 10.447

Mulliken population analysis, charges in e, atoms 1 to 5: 0.3178, 0.2202, -0.1207, -0.5492, -0.2185

---

It is model 2 that is the most stable of them.

---

Model 1:
This record from OMol25 describes 2 unconnected molecules or ions with the total composition C4H10O. The level of theory is ωB97M-V/def2-TZVPD.

Structure (XYZ):
```
15
Properties=species:S:1:pos:R:3
H -0.9843 -0.1444 1.2206
C 0.1611 -1.0757 -1.2006
O 0.0359 -1.2289 2.0779
H -1.8497 0.5734 -0.1584
C 0.3115 1.1062 0.1769
H 1.9546 -0.0878 -0.7712
H 0.7007 -2.0172 -1.2875
H -1.5370 1.5737 1.2767
C -1.1255 0.8074 0.6238
H 0.7992 1.4371 1.1003
H 0.0601 -0.6552 -2.2008
H -0.8042 -1.3521 -0.7827
H 0.3076 1.9643 -0.4953
C 0.9891 -0.1816 -0.2769
H 0.9806 -0.7193 0.6972
```

- HOMO level (eV) = -10.8
- charge = 0
- HOMO-LUMO gap (eV) = 7.430

Mulliken population analysis, charges in e, atoms 1 to 5: 0.3497, -1.0886, -0.4130, 0.3033, -0.2850

---

Model 2:
This record from OMol25 describes a single C4H10O molecule. The level of theory is ωB97M-V/def2-TZVPD.

Structure (XYZ):
```
15
Properties=species:S:1:pos:R:3
H -0.2587 2.2930 0.3179
H -2.0474 1.2170 -0.1141
H 2.0192 1.0726 0.0402
O 0.8492 -0.6462 -0.4797
H 2.0648 -0.5324 1.1067
C -1.3456 -1.1470 -0.0187
C -0.2081 -0.0854 0.2829
H -2.2358 -0.8736 0.6114
H 0.2317 -0.0911 1.3542
C 2.0548 -0.1018 0.0295
H -0.6715 1.1970 -1.3137
H -1.6485 -1.0679 -1.0562
H 2.8595 -0.3922 -0.6792
C -0.7753 1.2623 -0.1564
H -0.8884 -2.1042 0.0751
```

- HOMO level (eV) = -9.8
- structure (SMILES) = COC(C)C
- charge = 0
- HOMO-LUMO gap (eV) = 10.914

Mulliken population analysis, charges in e, atoms 1 to 5: 0.2670, 0.2741, 0.2098, -0.3560, 0.3069

---

Model 3:
This record from OMol25 describes 2 unconnected molecules or ions with the total composition C4H10O. The level of theory is ωB97M-V/def2-TZVPD.

Structure (XYZ):
```
15
Properties=species:S:1:pos:R:3
H 0.1811 4.8477 -3.8185
C 1.4703 -4.5470 2.9372
H -1.3668 3.8734 -1.2323
C -0.1566 4.8390 -2.7833
O -0.5960 -5.6647 3.2905
H 1.7363 -4.6291 3.9849
H -0.9052 5.6246 -2.6353
C -0.7158 3.6208 -2.0554
H 2.0659 -3.9859 2.2338
C 0.1924 -4.7836 2.6174
H -1.1639 3.0710 -2.9045
H -0.2359 -4.2840 1.7581
H 0.0013 2.8356 -1.8005
H 0.7465 5.2203 -2.2773
H -1.2536 -6.0380 2.6852
```

- HOMO level (eV) = -9.0
- structure (SMILES) = C=CO.CC
- charge = 0
- HOMO-LUMO gap (eV) = 9.830

Mulliken population analysis, charges in e, atoms 1 to 5: 0.3242, -0.7025, 0.2853, -0.8107, -0.5013

---

It is model 3 that is the most stable of them.

---

Model 1:
This record from OMol25 describes a molecular structure, C4H10O. The level of theory is ωB97M-V/def2-TZVPD.

Structure (XYZ):
```
15
Properties=species:S:1:pos:R:3
H 2.0074 -0.2670 -0.9380
H -1.6290 -0.9622 1.3105
H -0.6483 2.1094 0.2506
C 1.3931 -0.6637 -0.1188
H -1.8483 0.3057 -0.9578
H 1.2128 -1.7265 -0.2975
H -0.4990 0.2330 -2.0979
H -1.0389 -1.2541 -1.2931
C 0.1106 0.1174 -0.0723
C -0.8879 -0.1789 -1.1579
O -0.6878 -0.7679 1.4510
H 1.9496 -0.5490 0.8144
C 0.0689 1.3699 0.6056
H 1.0072 1.7645 0.9933
H -0.5105 0.4695 1.5080
```

- HOMO level (eV) = -8.3
- charge = 0
- HOMO-LUMO gap (eV) = 9.234

Mulliken population analysis, charges in e, atoms 1 to 5: 0.3563, 0.3275, 0.2996, -1.3883, 0.3996

---

Model 2:
This record from OMol25 describes 2 unconnected molecules or ions with the total composition C4H10O. The level of theory is ωB97M-V/def2-TZVPD.

Structure (XYZ):
```
15
Properties=species:S:1:pos:R:3
H 0.2111 1.2966 1.1310
H 2.4570 2.0180 -1.1626
C 0.2974 -0.7460 -0.8291
C 1.8914 1.1055 -1.3101
C -0.0720 1.5618 0.1053
H 0.0211 2.6381 -0.0350
H 2.4952 0.4226 -1.8994
H 0.9931 -1.3174 -1.4622
H -0.6738 -0.8638 -1.3134
C 0.7520 0.6610 -0.7883
H -2.4281 -2.7934 1.8799
H 0.3161 -1.2729 0.1235
H -1.1544 1.4071 0.0553
O -2.1761 -1.8853 2.0910
H -1.9068 -1.9057 3.0249
```

- HOMO level (eV) = -9.1
- structure (SMILES) = C=C(C)C.O
- charge = 0
- HOMO-LUMO gap (eV) = 9.872

Mulliken population analysis, charges in e, atoms 1 to 5: 0.2507, 0.2950, -1.0973, -0.9296, -1.1972

---

It is model 2 that is the most stable of them.

---

Model 1:
This record from OMol25 describes 2 unconnected molecules or ions with the total composition C4H10O. The level of theory is ωB97M-V/def2-TZVPD.

Structure (XYZ):
```
15
Properties=species:S:1:pos:R:3
H 4.2273 1.9401 -1.6696
H 1.4337 1.2532 -1.3751
O -2.1629 -1.9446 0.3026
H 2.7646 0.6125 -0.3142
C 3.3081 2.4399 -1.3467
H -4.6472 -3.0694 2.1840
C -3.3742 -1.8176 0.9932
H -3.0900 -3.7891 1.4403
C 2.2671 1.5090 -0.7248
H -1.5492 -1.2635 0.6065
H 2.8902 2.8940 -2.2433
H 1.9099 1.8877 0.2223
H -3.8642 -0.8644 0.8693
H 3.6147 3.1538 -0.5762
C -3.7280 -2.9416 1.6319
```

- HOMO level (eV) = -9.4
- structure (SMILES) = C=CO.CC
- charge = 0
- HOMO-LUMO gap (eV) = 10.164

Mulliken population analysis, charges in e, atoms 1 to 5: 0.2549, 0.2627, -0.5017, 0.2672, -0.7590

---

Model 2:
This record from OMol25 describes a single C4H10O molecule. The level of theory is ωB97M-V/def2-TZVPD.

Structure (XYZ):
```
15
Properties=species:S:1:pos:R:3
C 2.4380 -0.3683 -0.2531
C 0.2509 0.1668 -0.1201
H -1.8132 0.3691 1.5918
C -2.1359 0.4258 0.5476
H -1.1802 -1.4310 -0.0629
H -2.1356 1.4804 0.2500
H -3.1634 0.0565 0.4829
H 3.1135 -1.1993 -0.4771
H 0.5714 0.3365 0.9483
C -1.1660 -0.3637 -0.3152
H 2.7765 0.5330 -0.7897
H 2.3761 -0.0983 0.8263
O 1.1580 -0.7533 -0.6564
H 0.3769 1.1548 -0.6005
H -1.4669 -0.3089 -1.3720
```

- HOMO level (eV) = -9.8
- structure (SMILES) = CCCOC
- charge = 0
- HOMO-LUMO gap (eV) = 10.976

Mulliken population analysis, charges in e, atoms 1 to 5: -0.6695, -0.4448, 0.3170, -1.1733, 0.2757

---

Model 3:
This record from OMol25 describes 2 unconnected molecules or ions with the total composition C4H10O. The level of theory is ωB97M-V/def2-TZVPD.

Structure (XYZ):
```
15
Properties=species:S:1:pos:R:3
H -0.7726 1.2091 0.9276
H 3.8684 -0.9990 -3.4566
C -1.5680 0.9478 1.7834
C -2.8158 1.6000 1.5939
H -2.6162 2.5926 1.1954
H -2.2845 -0.3998 3.2530
H 2.6608 0.1244 -3.0903
C 3.2454 -0.7620 -2.6947
H -0.4779 -0.4687 2.6481
H -3.4588 0.9239 0.9535
H -3.4474 1.7725 2.4851
O 2.1052 -1.6599 -2.5446
H 1.3168 -1.2167 -2.2100
H 3.6832 -0.4174 -1.8285
C -1.4138 -0.0928 2.5640
```

- HOMO level (eV) = -9.6
- structure (SMILES) = C=CC.CO
- charge = 0
- HOMO-LUMO gap (eV) = 10.304

Mulliken population analysis, charges in e, atoms 1 to 5: 0.1727, 0.2889, 0.1809, -1.0396, 0.3112

---

It is model 2 that is the most stable of them.